[1]
A molecular structure, C5H6AgLiO3. Source: OMol25; level of theory: ωB97M-V/def2-TZVPD.

ORCA input file:
```
! RIJCOSX wB97M-V def2-TZVPD def2/J DEFGRID3
* xyz 2 1
O 0.6784 0.5315 0.3563
C 2.1057 0.0928 0.1669
C -0.2374 -0.3265 0.2912
O 2.8197 1.0650 0.0389
O 2.2529 -1.1140 0.1424
C -1.3875 -0.3469 1.1700
Ag 5.2582 2.1753 -0.7805
H -0.0981 -1.4547 0.8071
H -1.3476 -1.0740 1.9889
H -1.6078 0.6085 1.6570
Li 2.9532 -2.5528 -0.7645
C -2.0674 -0.1906 -0.3982
C -2.2752 0.9354 -1.0887
H -2.6899 0.8968 -2.0966
H -2.4896 -1.1409 -0.7275
H -1.8674 1.8951 -0.7625
*
```

As for the HOMO-LUMO gap: 8.17 eV. Its total energy is -15608.0058 eV. The calculation puts the LUMO energy at -8.703 eV. The calculation puts the HOMO energy at -0.6202 hartree.

Atomic partial charges in e from the Löwdin method, atoms 1 to 2: atom 1 (O): 0.12, atom 2 (C): -0.65

---

[2]
A molecular structure, C26H33Br2IrN3S2. Source: OMol25; level of theory: ωB97M-V/def2-TZVPD.

ORCA input file:
```
! RIJCOSX wB97M-V def2-TZVPD def2/J DEFGRID3
* xyz 2 6
Ir 0.6143 0.4602 0.2859
C 0.2190 -0.1024 4.0928
N -0.6095 0.5051 3.0407
C -1.7452 -0.3522 2.6929
C -2.4116 0.0858 1.4062
N -1.6584 -0.2543 0.1624
C -2.2752 0.4920 -0.9619
C -1.6780 -1.6979 -0.0447
C -2.7981 -2.3188 -0.5858
C -2.8348 -3.6941 -0.7492
C -1.7534 -4.4666 -0.3478
C -0.6367 -3.8555 0.2037
C -0.5850 -2.4678 0.3463
S 0.9049 -1.7436 0.9588
C -1.0197 1.8325 3.3819
C -1.7052 2.0983 4.5487
C -2.0637 3.4021 4.8917
C -1.7380 4.4743 4.0616
C -1.0679 4.2382 2.8843
C -0.7132 2.9164 2.5152
S 0.0137 2.7288 0.9831
H -0.3565 -0.3493 4.9918
H 1.0160 0.5832 4.3762
H 0.6645 -1.0187 3.7059
H -2.5090 -0.3529 3.4816
H -1.3828 -1.3775 2.6111
H -2.5561 1.1680 1.4072
H -3.4006 -0.3762 1.3346
H -3.3646 0.4269 -0.9303
H -1.9218 0.0967 -1.9104
H -1.9918 1.5415 -0.8903
H -3.6592 -1.7321 -0.8807
H -3.7143 -4.1607 -1.1721
H -1.7809 -5.5430 -0.4535
H 0.2077 -4.4494 0.5324
H -1.9547 1.2834 5.2173
H -2.5938 3.5813 5.8180
H -2.0092 5.4835 4.3388
H -0.8077 5.0519 2.2201
Br 4.9671 0.4760 -0.3972
C 4.8217 0.8240 1.4777
Br 2.9811 1.0365 2.0848
H 5.3209 1.7577 1.6977
H 5.2379 -0.0063 2.0314
C 2.1945 -1.8068 -4.6012
N 1.6115 -2.1476 -3.2699
C 2.6620 -2.1390 -2.2101
C 0.4048 -1.2919 -2.8980
C 0.7027 0.1801 -2.8826
C 0.5077 0.9046 -4.0645
C 0.8242 2.2562 -4.1467
C 1.4076 2.8895 -3.0562
C 1.6129 2.1613 -1.8985
C 1.2025 0.8315 -1.7406
H 2.9528 -2.5470 -4.8436
H 2.6415 -0.8187 -4.5469
H 1.4104 -1.8191 -5.3543
H 1.2561 -3.1012 -3.3368
H 2.9931 -1.1151 -2.0616
H 3.4897 -2.7674 -2.5298
H 2.2357 -2.5114 -1.2819
H 0.0801 -1.6643 -1.9300
H -0.3535 -1.5275 -3.6451
H 0.0827 0.4084 -4.9315
H 0.6296 2.7999 -5.0620
H 1.6964 3.9309 -3.1058
H 2.0831 2.6701 -1.0617
*
```

The energy above the lowest of the compared OMol25 structures with the same formula, charge and spin comes out at 8.5 kcal per mole. As for the HOMO-LUMO gap (spin up / spin down): 7.77 / 5.67 eV. Its total energy is -196544.9177 eV. Its expectation value of S² is 8.790. The calculation puts the LUMO energy (spin up / spin down) at -4.646 / -7.914 eV. The calculation puts the HOMO energy (spin up / spin down) at -0.4562 / -0.4992 hartree.

Atomic partial charges in e from the Löwdin method, atoms 1 to 2: atom 1 (Ir): 0.93, atom 2 (C): -0.08